Record 1
Molecular formula: C5H8O
Method: DFT, ωB97M-V/def2-TZVPD

```
14
Properties=species:S:1:pos:R:3
O 0.932 -1.724 0.919
C 0.365 -0.852 -0.041
C -1.037 -0.369 0.371
C -1.105 1.022 -0.195
C 0.100 1.470 -0.540
C 1.185 0.441 -0.309
H 0.239 -2.354 1.159
H 0.300 -1.375 -1.006
H -1.089 -0.342 1.468
H -1.832 -1.035 0.019
H -2.031 1.584 -0.265
H 0.299 2.472 -0.912
H 1.831 0.318 -1.185
H 1.843 0.743 0.516
```

Summary:
E_HOMO   -9.3 eV
Charge   0
HOMO-LUMO gap   0.379 Ha
Lowest unoccupied orbital energy   1.02 eV

In elementary charge units, the Mulliken charges are: atom 1 (O): -0.560, atom 2 (C): 0.211, atom 3 (C): -0.710, atom 4 (C): -0.411, atom 5 (C): -0.320, atom 6 (C): -0.692, atom 7 (H): 0.315, atom 8 (H): 0.187, atom 9 (H): 0.268, atom 10 (H): 0.361, atom 11 (H): 0.391, atom 12 (H): 0.381, atom 13 (H): 0.289, atom 14 (H): 0.292

=====

Record 2
Molecular formula: C5H10NO
Method: DFT, ωB97M-V/def2-TZVPD

```
17
Properties=species:S:1:pos:R:3
C 1.123 -0.749 1.025
C 0.178 1.003 -0.225
C -1.007 0.624 0.688
C -2.094 -0.427 0.399
C 1.777 -0.374 -1.313
N 1.006 -0.166 -0.083
O -0.447 0.280 1.869
H 1.617 -1.458 1.510
H -0.258 1.198 -1.259
H 0.578 1.851 0.171
H -1.502 1.650 1.076
H -2.935 0.014 -0.239
H -2.446 -0.840 1.268
H -1.644 -1.258 -0.004
H 2.848 0.102 -1.325
H 1.293 -0.026 -2.189
H 1.912 -1.424 -1.370
```

Summary:
E_HOMO (alpha / beta)   -12.9 / -15.3 eV
Charge   +1
Expectation value of S²   2.0130
HOMO-LUMO gap (alpha / beta)   0.305 / 0.312 Ha
Multiplicity   3
Lowest unoccupied orbital energy (alpha / beta)   -4.57 / -6.80 eV

In elementary charge units, the Mulliken charges are: atom 1 (C): -0.082, atom 2 (C): -0.534, atom 3 (C): 0.302, atom 4 (C): -1.336, atom 5 (C): -0.899, atom 6 (N): -0.004, atom 7 (O): -0.270, atom 8 (H): 0.529, atom 9 (H): 0.393, atom 10 (H): 0.372, atom 11 (H): 0.341, atom 12 (H): 0.318, atom 13 (H): 0.458, atom 14 (H): 0.378, atom 15 (H): 0.317, atom 16 (H): 0.338, atom 17 (H): 0.379

=====

Record 3
Molecular formula: C4H13N2OP
Method: DFT, ωB97M-V/def2-TZVPD

```
21
Properties=species:S:1:pos:R:3
C -1.078 -0.697 1.302
C -2.497 0.478 -0.427
C -0.184 -0.449 -1.048
C -1.070 0.207 0.018
N 3.578 -0.902 -1.028
N 2.531 0.420 0.937
O -0.393 1.411 0.396
P 3.341 0.603 -0.661
H -0.947 -1.715 0.978
H -0.129 -0.496 1.671
H -2.015 -0.353 1.847
H -2.909 -0.472 -0.676
H -2.526 1.184 -1.247
H -3.076 0.972 0.422
H -0.678 -1.444 -1.332
H -0.038 0.226 -1.911
H 0.810 -0.739 -0.624
H 3.990 -0.919 -1.960
H -1.064 2.105 0.770
H 2.528 -0.494 1.439
H 1.825 1.076 1.134
```

Summary:
E_HOMO (alpha / beta)   -6.1 / -9.2 eV
Charge   0
Expectation value of S²   2.0124
HOMO-LUMO gap (alpha / beta)   0.254 / 0.238 Ha
Multiplicity   3
Lowest unoccupied orbital energy (alpha / beta)   0.78 / -2.77 eV

In elementary charge units, the Mulliken charges are: atom 1 (C): -1.349, atom 2 (C): -1.647, atom 3 (C): -1.369, atom 4 (C): 1.440, atom 5 (N): -0.374, atom 6 (N): -0.523, atom 7 (O): -0.573, atom 8 (P): 0.165, atom 9 (H): 0.350, atom 10 (H): 0.302, atom 11 (H): 0.349, atom 12 (H): 0.379, atom 13 (H): 0.401, atom 14 (H): 0.412, atom 15 (H): 0.331, atom 16 (H): 0.363, atom 17 (H): 0.282, atom 18 (H): 0.218, atom 19 (H): 0.322, atom 20 (H): 0.286, atom 21 (H): 0.237

=====

Record 4
Molecular formula: C5H13N
Method: DFT, ωB97M-V/def2-TZVPD

```
19
Properties=species:S:1:pos:R:3
C 0.340 3.074 2.737
N -0.245 2.613 1.753
C 0.093 3.138 0.428
H 0.216 2.735 3.761
H 1.103 3.864 2.675
H -0.822 3.094 -0.136
H 0.922 2.571 0.014
H 0.378 4.196 0.492
C 0.020 -1.058 -1.318
C -0.784 -2.341 -1.116
C 0.068 -3.546 -0.746
H 0.861 -1.041 -0.628
H -0.631 -0.183 -1.238
H 0.418 -0.893 -2.311
H -1.329 -2.602 -2.030
H -1.541 -2.116 -0.383
H -0.529 -4.433 -0.559
H 0.793 -3.750 -1.537
H 0.669 -3.322 0.142
```

Summary:
E_HOMO   -9.6 eV
Charge   0
HOMO-LUMO gap   0.394 Ha
Lowest unoccupied orbital energy   1.14 eV

In elementary charge units, the Mulliken charges are: atom 1 (C): -0.202, atom 2 (N): -0.408, atom 3 (C): -0.768, atom 4 (H): 0.256, atom 5 (H): 0.210, atom 6 (H): 0.228, atom 7 (H): 0.254, atom 8 (H): 0.428, atom 9 (C): -1.041, atom 10 (C): -0.184, atom 11 (C): -1.152, atom 12 (H): 0.290, atom 13 (H): 0.277, atom 14 (H): 0.337, atom 15 (H): 0.236, atom 16 (H): 0.296, atom 17 (H): 0.331, atom 18 (H): 0.293, atom 19 (H): 0.316

=====

ΔE to the lowest compared entry with this formula, charge and spin, respectively: 0.833, 3.286, 1.126, 1.487 eV.
Strongest force on any atom, respectively: 0.436, 5.331, 4.715, 2.187 eV Å⁻¹.